No. 1
# C4H12N2O2

A cluster of 2 separate species, C4H12N2O2 in total (ωB97M-V/def2-TZVPD, OMol25).

Geometry as XYZ:
```
20
Properties=species:S:1:pos:R:3
C 1.4123 0.5819 -1.1770
C 0.1513 -0.2370 -1.4225
C -0.8186 -0.1739 -0.2473
C -0.2805 -0.8964 0.9690
N -0.6791 -2.1894 1.0780
O 0.4762 -0.4002 1.7930
N -0.5980 0.1705 -2.6204
H 1.1972 1.6550 -1.2106
H 2.1767 0.3773 -1.9394
H 1.8593 0.3407 -0.2175
H 0.4400 -1.2736 -1.6129
H -1.0116 0.8718 0.0146
H -1.7588 -0.6442 -0.5439
H -0.3033 -2.7697 1.8081
H -1.2628 -2.6334 0.3937
H 0.0197 0.2856 -3.4159
H -1.0619 1.0562 -2.4629
H 0.2399 1.4984 1.8327
H 0.7703 2.9296 1.9472
O 0.0573 2.4107 1.5424
```

Calculated values
HOMO level	-9.44	eV
ΔE to the lowest compared entry with this formula, charge and spin	9.8	kcal per mole
structure (SMILES)	C[C@H](N)CC(N)=O.O
total energy	-11418.7940	eV
HOMO-LUMO gap	10.31	eV

No. 2
# C4H12N2O2

A structure of composition C4H12N2O2 in a non-equilibrium geometry (ωB97M-V/def2-TZVPD, OMol25).

Geometry as XYZ:
```
20
Properties=species:S:1:pos:R:3
C -0.3064 -0.1578 -0.4044
C 0.3478 0.6675 0.5628
C -1.7170 0.3042 1.0285
C -0.0419 -1.6345 -0.3906
N 2.8260 -0.1905 0.2086
N -0.6994 0.3734 -1.5907
O 1.9867 0.8707 -0.2493
O -2.6988 1.0353 0.3487
H -2.4099 1.9565 0.3174
H 3.5253 0.2270 0.8261
H 3.3488 -0.5129 -0.6069
H -0.7444 1.3755 -1.6871
H -0.8314 -0.2255 -2.3897
H 0.7652 0.1763 1.4327
H 0.1662 1.7366 0.5549
H -1.5648 0.7066 2.0356
H -2.0798 -0.7168 1.1358
H -0.0895 -2.0247 0.6242
H 0.9777 -1.7991 -0.7406
H -0.7604 -2.1676 -1.0159
```

Calculated values
HOMO level	-6.99	eV
ΔE to the lowest compared entry with this formula, charge and spin	153.1	kcal per mole
total energy	-11412.5775	eV
HOMO-LUMO gap	7.76	eV

No. 3
# C4H12N2O2

A cluster of 2 separate species, C4H12N2O2 in total in a non-equilibrium geometry (ωB97M-V/def2-TZVPD, OMol25).

Geometry as XYZ:
```
20
Properties=species:S:1:pos:R:3
C 0.9226 -0.0756 -0.0557
C 1.8244 1.0580 0.4264
C 1.6008 -1.0185 -1.0427
H 0.6097 -0.6598 0.8153
H 0.1068 0.5930 -0.8152
H 2.1516 1.6701 -0.4168
H 2.7191 0.6870 0.9365
H 1.2874 1.7060 1.1209
H 1.8844 -0.4819 -1.9499
H 2.5061 -1.4716 -0.6283
H 0.9298 -1.8321 -1.3269
C -1.5321 0.4095 -0.5256
N -2.0376 0.0942 1.7510
N -1.9894 -0.8470 -0.6774
O -1.7330 1.0141 0.6831
O -1.1072 1.1329 -1.4704
H -1.2712 0.2177 2.4098
H -2.8738 0.4860 2.1781
H -2.1785 -1.3887 0.1514
H -1.8197 -1.2932 -1.5636
```

Calculated values
HOMO level	-8.68	eV
ΔE to the lowest compared entry with this formula, charge and spin	94.2	kcal per mole
structure (SMILES)	NOC(N)=O.CCC
total energy	-11415.1324	eV
HOMO-LUMO gap	9.36	eV